(1)
Density functional theory data (the ωB97M-V functional and the def2-TZVPD basis) for a molecular structure, C34H31ClN4O5PdS.

CARTESIAN COORDINATES (ANGSTROEM)
Pd -0.0651 0.2205 -0.2331
O -7.4960 -1.8291 -2.4096
C -6.5002 -2.3440 -1.6622
O -6.5157 -3.5028 -1.3534
C -5.3918 -1.4182 -1.2720
C -5.5014 -0.0316 -1.3370
C -4.4204 0.7672 -1.0240
C -3.2157 0.1750 -0.6525
C -3.0948 -1.2080 -0.5848
C -4.1922 -1.9970 -0.8733
N -2.0624 0.9423 -0.3450
C -2.1599 2.1729 -0.0290
C -0.9525 2.9214 0.3276
C -0.9729 4.2949 0.5260
C 0.2214 4.9369 0.8211
C 1.3824 4.1871 0.9019
C 1.3237 2.8147 0.7024
N 0.1804 2.1938 0.4387
H -7.2722 -0.9452 -2.7347
H -6.4210 0.4563 -1.6340
H -4.5232 1.8380 -1.1263
H -2.1443 -1.6520 -0.3277
H -4.1222 -3.0747 -0.8287
H -3.1074 2.6999 0.0248
H -1.8992 4.8435 0.4349
H 0.2431 6.0073 0.9695
H 2.3369 4.6494 1.1086
H 2.1993 2.1790 0.7383
S -0.8546 -1.0315 2.3221
C -0.1090 0.2425 3.1249
N 1.2256 0.3920 3.1077
C 1.9716 1.4061 3.8262
C 1.1421 1.9212 4.9904
C -0.2407 2.3012 4.4817
N -0.8230 1.1552 3.8133
H 1.7070 -0.2248 2.4635
H 2.2303 2.2364 3.1624
H 2.9071 0.9662 4.1755
H 1.6307 2.7822 5.4461
H 1.0448 1.1434 5.7496
H -0.1700 3.1552 3.7955
H -0.8945 2.5903 5.3046
H -1.8151 0.9971 3.8211
C -3.4027 -4.1266 -4.2506
C -3.6275 -2.6519 -4.3694
C -4.8908 -2.1262 -4.5689
C -5.0737 -0.7532 -4.6366
Cl -6.6984 -0.1237 -4.7920
C -4.0083 0.1158 -4.5339
C -2.7279 -0.3948 -4.3528
C -2.5429 -1.7668 -4.2662
O -1.3436 -2.3597 -4.0958
C -0.1874 -1.5451 -4.0455
C -0.0978 -0.6583 -2.7982
O 0.1473 0.5449 -2.9142
O -0.2395 -1.2900 -1.6931
H -4.3517 -4.6581 -4.2105
H -2.8307 -4.3567 -3.3517
H -2.8229 -4.5035 -5.0945
H -5.7426 -2.7900 -4.6522
H -4.1658 1.1843 -4.5855
H -1.8915 0.2871 -4.2484
H -0.1011 -0.9174 -4.9375
H 0.6385 -2.2547 -4.0241
C 1.7962 -0.1872 0.0147
C 2.9877 -0.3691 0.1536
C 4.3942 -0.5810 0.3195
C 4.9091 -1.0792 1.5186
C 6.2707 -1.2714 1.6757
C 7.1424 -0.9716 0.6391
C 6.6406 -0.4811 -0.5581
C 5.2799 -0.2867 -0.7195
H 4.2275 -1.3309 2.3224
H 6.6523 -1.6633 2.6093
H 8.2059 -1.1249 0.7613
H 7.3134 -0.2506 -1.3736
H 4.8844 0.0927 -1.6522

Atoms 1-6, force components in eV/Å:
Pd 0.0319 0.1856 -0.0089
O 0.0224 -0.1290 0.3178
C -0.1752 -0.0549 -0.1006
O 0.0000 -0.0339 0.0500
C 0.0679 0.0398 0.0161
C 0.0065 -0.0239 0.0463

Computed properties:
E_LUMO in eV: -1.475
Charge: 0
HOMO energy in eV: -7.601
Energy in Ha: -2895.73004

Atom charges from the Mulliken analysis, given in e for atoms 1 to 8:
1. Pd 0.151
2. O -0.523
3. C 0.367
4. O -0.576
5. C 0.524
6. C -1.083
7. C -0.804
8. C 0.658

---

(2)
Density functional theory data (the ωB97M-V functional and the def2-TZVPD basis) for a molecular structure, H2O3S2 at a distorted geometry.

CARTESIAN COORDINATES (ANGSTROEM)
O -1.5865 0.3391 0.0079
O 0.9498 -0.7630 -0.9012
O 0.6339 1.1976 0.7533
S -0.3148 1.2762 -0.3461
S 1.9195 -0.6399 0.3247
H -1.6936 -0.1302 0.9099
H 0.0918 -1.2798 -0.7485

Atoms 1-6, force components in eV/Å:
O -0.8732 -1.5155 1.2166
O -2.8238 -1.8991 -2.2588
O -0.4535 1.4767 0.6836
S -1.3516 1.6115 0.3095
S 2.8504 -1.7748 1.9015
H 0.8067 1.4089 -1.7936

Computed properties:
2S+1: 3
E_LUMO (alpha / beta) in eV: 0.140 / -1.665
Charge: 0
HOMO energy (alpha / beta) in eV: -7.275 / -8.408
Energy in Ha: -1023.14228

Charges computed using Mulliken, reported in e:
1. O -0.487
2. O -0.462
3. O -0.447
4. S 0.585
5. S 0.055
6. H 0.376
7. H 0.380

---

(3)
Density functional theory data (the ωB97M-V functional and the def2-TZVPD basis) for a molecular structure, C42H33MgN6O4S2.

CARTESIAN COORDINATES (ANGSTROEM)
Mg 0.4076 -1.8489 1.2153
O -2.6669 -4.0304 2.9544
C -1.7946 -3.2535 2.5548
N -0.9438 -3.3448 1.5399
C -0.7806 -4.4783 0.7354
C -1.6921 -5.5219 0.6037
C -1.4222 -6.5870 -0.2499
C -0.2431 -6.6226 -0.9739
C 0.6870 -5.5941 -0.8535
C 0.4364 -4.5157 -0.0072
N 1.2748 -3.4082 0.1815
C 2.5115 -3.3057 -0.2867
O 3.1952 -4.0878 -0.9575
C 3.1339 -1.9587 0.0758
C 4.3709 -1.6141 -0.4433
C 4.8912 -0.3625 -0.1617
C 4.1674 0.5141 0.6322
C 2.9458 0.0910 1.1263
N 2.4404 -1.1178 0.8603
C -1.5835 -1.9605 3.3456
C -2.4268 -1.6621 4.4040
C -2.2299 -0.4896 5.1092
C -1.1961 0.3583 4.7386
C -0.3926 -0.0108 3.6768
N -0.5735 -1.1484 3.0003
H -2.6025 -5.4872 1.1821
H -2.1425 -7.3917 -0.3410
H -0.0337 -7.4564 -1.6340
H 1.6203 -5.6174 -1.3951
H 4.8716 -2.3412 -1.0666
H 5.8491 -0.0607 -0.5684
H 4.5206 1.5111 0.8556
H 2.3297 0.7552 1.7255
H -3.2188 -2.3615 4.6283
H -2.8815 -0.2292 5.9343
H -1.0165 1.2972 5.2434
H 0.3982 0.6458 3.3280
S 0.5543 3.0875 1.4503
C 2.1932 3.4843 1.0004
C 2.6001 3.5909 -0.3421
C 3.9060 3.9016 -0.6920
C 4.8683 4.1242 0.2853
C 4.4907 4.0290 1.6210
C 3.1872 3.7126 1.9703
H 1.8641 3.4368 -1.1207
H 4.1704 3.9754 -1.7415
H 5.8873 4.3719 0.0154
H 5.2231 4.2025 2.4017
H 2.9025 3.6444 3.0133
N -3.7673 5.0730 -0.4049
C -4.5479 3.9712 -0.5341
O -5.5639 3.9740 -1.2081
C -4.0920 2.7521 0.2150
C -4.9782 1.6891 0.3599
C -4.5585 0.5658 1.0518
N -3.3440 0.4403 1.5883
C -2.4993 1.4495 1.4234
C -2.8231 2.6235 0.7535
H -4.0298 5.8962 -0.9165
H -2.9236 5.0753 0.1389
H -5.9692 1.7554 -0.0675
H -5.2296 -0.2761 1.1870
H -1.5014 1.3358 1.8238
H -2.0404 3.3661 0.6560
O -0.3559 -0.3969 0.0196
S 0.3266 0.6105 -0.8850
C 1.0896 -0.3774 -2.1697
C 2.2013 0.1578 -2.7999
C 2.8810 -0.6132 -3.7327
C 2.4628 -1.9104 -3.9946
C 1.3574 -2.4410 -3.3400
C 0.6579 -1.6702 -2.4256
C -1.0394 1.2878 -1.8147
C -0.9509 2.5961 -2.2576
C -2.0193 3.1424 -2.9566
C -3.1591 2.3862 -3.1861
C -3.2370 1.0788 -2.7184
C -2.1760 0.5213 -2.0258
H 2.5499 1.1512 -2.5367
H 3.7562 -0.2107 -4.2267
H 3.0155 -2.5250 -4.6934
H 1.0578 -3.4659 -3.5137
H -0.1812 -2.0855 -1.8818
H -0.0797 3.1909 -2.0157
H -1.9708 4.1688 -3.2970
H -4.0035 2.8242 -3.7023
H -4.1398 0.5025 -2.8721
H -2.2325 -0.4786 -1.6143

Atoms 1-6, force components in eV/Å:
Mg -0.0379 0.0247 -0.1604
O -0.0125 0.0047 0.0037
C 0.0005 -0.0326 -0.0132
N 0.0282 -0.0259 0.0598
C 0.0171 0.0184 -0.0387
C 0.0066 0.0301 0.0327

Computed properties:
E_LUMO in eV: 2.320
Charge: -1
HOMO energy in eV: -4.494
Energy in Ha: -3246.57527

Atom charges from the Mulliken analysis, given in e for atoms 1 to 8:
1. Mg 1.276
2. O -0.838
3. C 0.239
4. N 0.345
5. C -0.255
6. C -0.621
7. C -0.575
8. C -0.678

---

(4)
Density functional theory data (the ωB97M-V functional and the def2-TZVPD basis) for a molecular structure, C12H23N2O2P2STm at a distorted geometry.

CARTESIAN COORDINATES (ANGSTROEM)
Tm 0.6704 1.0238 0.4652
P 1.2524 -1.0645 2.1485
C 0.4650 -2.2617 0.9904
C -0.7599 -1.8495 0.1969
N -0.9808 -0.5536 -0.1193
C -2.0253 -0.2347 -0.9287
C -2.8811 -1.2053 -1.4317
C -2.6625 -2.5373 -1.1186
C -1.5964 -2.8484 -0.2903
C -2.2370 1.2200 -1.3515
P -0.7690 2.3813 -1.4469
H -1.3564 -3.8742 -0.0418
H -3.6629 -0.8925 -2.1216
H -3.3115 -3.3032 -1.5269
H -2.6694 1.2495 -2.3643
H -2.9441 1.7240 -0.6649
H 1.2681 -2.4750 0.2779
H 0.2604 -3.1647 1.5912
H 2.5074 -1.3582 -1.3823
O 2.7653 -2.2799 -1.2047
H 2.2876 -2.8236 -1.8622
H 2.8028 1.5545 0.1399
O 1.8801 0.5643 -1.1792
H 2.7940 0.9583 -1.0213
C -0.1394 2.0651 -3.1450
H -0.9346 2.1840 -3.8933
H 0.6788 2.7722 -3.3426
H 0.2785 1.0511 -3.1785
C -1.5224 4.0360 -1.5978
H -0.7094 4.7743 -1.5722
H -2.0920 4.1487 -2.5310
H -2.1729 4.2051 -0.7301
C 0.5057 -1.5442 3.7420
H 0.9281 -2.4998 4.0948
H 0.6960 -0.7496 4.4824
H -0.5793 -1.6517 3.5995
C 2.9661 -1.7041 2.3373
H 3.5333 -1.0477 3.0186
H 2.9550 -2.7286 2.7424
H 3.4477 -1.7071 1.3474
S 0.1267 4.4277 4.0358
C 0.3743 3.3994 2.8660
N 0.5626 2.6200 1.9706

Atoms 1-6, force components in eV/Å:
Tm -1.6720 0.2984 0.6418
P 0.3830 -1.0818 0.8366
C 0.0644 -0.1008 0.1689
C -0.2623 -0.2969 -0.0047
N -0.1187 0.1122 -0.0731
C 0.1738 0.3285 -0.3507

Computed properties:
2S+1: 3
E_LUMO (alpha / beta) in eV: -11.553 / -11.550
Charge: +2
HOMO energy (alpha / beta) in eV: -15.403 / -15.375
Energy in Ha: -2896.50662

Atom charges from the Mulliken analysis, given in e for atoms 1 to 8:
1. Tm 0.315
2. P 0.772
3. C -1.313
4. C 0.896
5. N 0.113
6. C 0.785
7. C -0.794
8. C -0.491

---

(5)
Density functional theory data (the ωB97M-V functional and the def2-TZVPD basis) for a molecular structure, C11H21ClN6O2PdSi.

CARTESIAN COORDINATES (ANGSTROEM)
Pd -0.8227 0.6853 0.7989
N 0.4559 0.2703 2.5943
N 1.2817 1.3807 2.8551
C 1.3310 2.4289 1.9954
N 2.1841 3.4072 2.2016
N 0.4733 2.3347 0.9801
N 0.4716 3.1569 -0.1390
O -0.2982 2.7687 -0.9873
O 1.1556 4.1544 -0.1617
H -0.1244 0.0886 3.4081
H 1.0347 -0.5444 2.4049
H 1.8360 1.3663 3.6970
H 2.8296 3.3965 2.9766
H 2.2026 4.1817 1.5522
C -2.6581 -1.6536 0.5705
Si -1.7959 -1.4136 -1.0814
C -2.4862 0.0236 -2.0516
C -1.8016 -2.9664 -2.1073
N -0.1588 -0.7971 -0.5316
C 1.0885 -1.1182 -0.8591
C 2.1835 -0.3045 -0.4176
C 3.4771 -0.6139 -0.7367
C 3.7617 -1.7530 -1.5026
C 2.7190 -2.5709 -1.9473
C 1.4161 -2.2705 -1.6430
H -3.7258 -1.8014 0.3815
H -2.6168 -0.8228 1.2920
H -2.2903 -2.5401 1.0903
H -3.5365 -0.1838 -2.2789
H -1.9653 0.1314 -3.0050
H -2.4512 0.9972 -1.5553
H -2.8569 -3.1706 -2.3228
H -1.4074 -3.8543 -1.6130
H -1.3148 -2.8349 -3.0745
H 1.9637 0.5981 0.1362
H 4.2864 0.0270 -0.4123
H 4.7862 -1.9938 -1.7513
H 2.9399 -3.4497 -2.5379
H 0.6260 -2.9190 -1.9852
Cl -2.6797 1.6202 2.8516
C -2.9961 2.0371 1.2384
H -2.7417 3.0426 0.9371
H -3.7757 1.4792 0.7405

Atoms 1-6, force components in eV/Å:
Pd -0.1481 -0.0105 -0.1735
N 0.1299 -0.0540 0.0921
N -0.0116 0.0577 0.0248
C 0.0249 0.0662 -0.2074
N 0.1195 0.0006 0.1500
N -0.2231 -0.3506 -0.1058

Computed properties:
2S+1: 5
E_LUMO (alpha / beta) in eV: -6.324 / -8.729
Charge: +2
HOMO energy (alpha / beta) in eV: -14.806 / -16.001
Energy in Ha: -1787.57701

Atom charges from the Mulliken analysis, given in e for atoms 1 to 8:
1. Pd 0.367
2. N -0.476
3. N -0.196
4. C 0.800
5. N -0.365
6. N -0.239
7. N 1.153
8. O -0.576

---

> What is the formula in the third record?

C42H33MgN6O4S2